Here is 3 unconnected molecules or ions with the total composition C5H11ClN2 in a non-equilibrium geometry from OMol25. Energies are from the ωB97M-V functional and the def2-TZVPD basis.

Cartesian coordinates (Å):
C1 0.16033 0.70102 -0.58648
C2 1.57298 0.15374 -0.94509
C3 1.02335 -1.16204 -0.39805
C4 -0.12429 -0.48558 0.42148
C5 -1.39575 -1.02770 -0.08654
H1 -1.16367 1.88797 1.11945
H2 -0.25500 3.12013 -0.53580
H3 -0.46099 0.91549 -1.36600
H4 2.27142 0.18081 -1.75879
H5 2.32001 0.35907 -0.16129
H6 1.85808 -1.42246 0.21229
H7 0.51318 -1.89598 -1.15133
H8 -1.00333 -0.01236 2.00132
H9 0.50942 0.42445 2.13326
H10 -1.30738 -1.59163 -1.16150
H11 -1.65171 -1.84351 0.54362
N1 0.04476 1.96514 0.30740
N2 -0.04230 -0.37877 1.78327
Cl1 -2.86915 0.11222 -0.37122

Atomic forces in eV per Å
1.77 3.76 4.03
-0.23 0.24 2.07
-0.35 -1.81 -0.79
0.93 0.65 -6.43
-1.55 -2.40 -3.10
4.11 0.23 -3.55
0.86 -4.32 3.06
-1.84 -0.63 -2.21
-0.88 0.28 -1.52
-0.61 0.91 0.19
-0.01 -2.12 0.53
1.88 0.96 1.46
0.96 -0.76 0.59
0.20 -0.72 -0.70
-0.10 1.92 2.58
-1.20 -0.53 0.86
-3.43 3.44 -0.77
-1.72 1.75 2.93
1.21 -0.83 0.76

Results
- gap between HOMO and LUMO (eV) = 9.67
- HOMO energy (hartree) = -0.34151
- relative energy (zero: lowest compared OMol25 entry of this formula, charge and spin) (kJ/mol) = 643.30

***

Here is 2 unconnected molecules or ions with the total composition C5H11ClO in a non-equilibrium geometry from OMol25. Energies are from the ωB97M-V functional and the def2-TZVPD basis.

Cartesian coordinates (Å):
C1 1.02409 -1.44009 1.29620
C2 -0.20792 -1.37620 0.39317
C3 -0.98213 -0.07804 0.68454
Cl1 -2.60949 0.04122 -0.01186
H1 2.00739 -1.77949 0.82781
H2 1.19861 -0.36962 1.66194
H3 0.76822 -2.02519 2.17503
H4 -0.60753 -2.40655 0.37083
H5 0.08685 -1.11406 -0.69210
H6 -1.23534 0.00411 1.74814
H7 -0.38298 0.81771 0.38388
C4 0.25112 1.68691 -2.78872
C5 1.54928 1.42174 -2.07618
O1 1.65371 0.92207 -0.99705
H8 -0.11583 2.63051 -2.61303
H9 0.35793 1.41579 -3.94326
H10 -0.55022 1.16044 -2.30860
H11 2.41429 1.76517 -2.71428

Atomic forces in eV per Å
1.09 1.91 0.12
1.37 0.78 -2.84
-0.20 -0.31 1.64
-0.28 -0.06 -0.77
-1.55 0.24 0.51
0.17 -1.42 -0.34
0.29 -0.17 0.12
-0.97 1.01 0.10
0.01 -1.07 1.39
0.52 0.06 -0.05
-0.48 -1.01 0.14
0.69 -2.82 -2.00
-0.13 0.82 -1.53
0.30 -0.14 0.42
-0.12 2.89 -0.20
-0.39 0.79 2.53
-0.37 -1.17 0.00
0.04 -0.34 0.75

Results
- gap between HOMO and LUMO (eV) = 11.10
- HOMO energy (hartree) = -0.37419
- relative energy (zero: lowest compared OMol25 entry of this formula, charge and spin) (kJ/mol) = 95.62
- SMILES = CCCCl.CC=O

***

Here is 2 unconnected molecules or ions with the total composition C5H11F3NO2P in a non-equilibrium geometry from OMol25. Energies are from the ωB97M-V functional and the def2-TZVPD basis.

Cartesian coordinates (Å):
C1 1.23544 2.46743 1.03129
C2 -0.05583 -1.73306 0.64964
C3 0.45655 -1.89041 -0.76915
C4 -0.87287 -0.50186 0.95660
C5 -2.12933 -0.43072 0.27498
N1 1.30239 -0.81137 -1.40427
O1 0.43715 1.61371 -1.54546
O2 -1.14376 3.11989 -0.15331
F1 -3.11853 0.33637 0.86216
F2 -2.15128 0.09879 -1.03669
F3 -2.75431 -1.61799 0.08491
P1 -0.17131 2.00612 -0.13162
H1 1.75256 1.55374 1.58054
H2 1.91488 2.95801 0.49240
H3 0.87291 3.08911 1.74237
H4 -0.61003 -2.59002 0.74442
H5 0.72270 -1.69323 1.30496
H6 0.98043 -2.77275 -0.88704
H7 -0.35220 -1.91513 -1.37959
H8 -0.91001 -0.03713 1.85337
H9 1.83097 -1.19531 -2.18584
H10 1.95770 -0.63279 -0.63817
H11 0.80578 0.57858 -1.44651

Atomic forces in eV per Å
-0.59 -5.44 0.69
0.25 3.27 -1.65
0.87 2.24 -0.35
-0.28 -3.38 -2.12
-4.73 1.65 -2.80
0.34 -0.43 2.37
0.79 -1.20 0.78
-0.19 0.52 -0.02
1.59 -0.43 0.46
1.17 -0.61 1.22
0.71 -0.65 0.35
0.31 1.09 -0.07
-1.09 1.68 -1.28
2.96 1.88 -2.28
-1.41 1.84 2.27
-1.55 -2.18 0.85
2.31 -0.46 1.99
0.94 -2.10 0.18
-2.69 -0.49 -1.87
0.59 1.43 2.69
-0.17 0.16 0.16
0.59 0.23 -0.66
-0.71 1.38 -0.92

Results
- gap between HOMO and LUMO (alpha / beta) (eV) = 6.98 / 7.87
- HOMO energy (alpha / beta) (hartree) = -0.24851 / -0.36954
- relative energy (zero: lowest compared OMol25 entry of this formula, charge and spin) (kJ/mol) = 0.00
- spin multiplicity = 3

***

Here is a molecular structure, C5H11F6N6O7RhS in a non-equilibrium geometry from OMol25. Energies are from the ωB97M-V functional and the def2-TZVPD basis.

Cartesian coordinates (Å):
Rh1 0.24932 0.39528 -0.48631
N1 1.20307 -1.68013 -0.71569
N2 2.45047 -1.72650 -0.05214
C1 2.76071 -0.76440 0.85339
N3 4.00253 -0.71927 1.31338
N4 1.72700 -0.03185 1.25031
N5 1.91161 1.01540 2.12881
O1 2.90937 1.08061 2.83932
O2 1.01353 1.83166 2.14772
H1 0.68956 -2.52992 -0.52038
H2 1.41639 -1.58147 -1.71561
H3 3.20189 -2.06288 -0.63602
H4 4.72867 -1.26375 0.88286
H5 4.21716 -0.01552 2.00246
O3 2.11279 1.60416 -3.63306
S1 1.82724 0.56112 -2.70349
O4 2.15513 0.96627 -1.26569
O5 0.29314 0.34077 -2.51194
O6 2.45626 -0.72184 -2.98287
N6 0.08127 2.33492 -0.65872
H6 -0.81257 2.49057 -1.11679
H7 0.86474 2.62782 -1.23664
H8 0.10518 2.77178 0.25733
C2 -4.06268 0.48917 0.00031
C3 -2.67426 -0.07712 0.27428
O7 -1.71216 0.73531 -0.28761
C4 -2.44596 -0.14138 1.80436
F1 -2.60427 1.07865 2.33894
F2 -3.29386 -0.97168 2.43308
F3 -1.19831 -0.54328 2.11198
C5 -2.62150 -1.50637 -0.32129
F4 -3.61797 -2.29204 0.11059
F5 -1.46861 -2.15318 -0.02665
F6 -2.69858 -1.44546 -1.65573
H9 -4.11860 1.49565 0.40855
H10 -4.83888 -0.12963 0.44595
H11 -4.20884 0.53853 -1.07699

Atomic forces in eV per Å
3.05 -0.16 -1.93
-0.41 0.39 0.37
0.04 -0.12 -0.05
-0.28 -0.33 0.16
0.05 0.10 -0.17
-0.86 0.86 0.59
0.28 -0.16 0.06
-0.12 -0.02 -0.11
0.06 -0.11 -0.02
-0.04 0.00 0.03
-0.05 -0.25 -0.12
0.07 0.03 0.00
-0.01 0.00 -0.02
0.02 0.00 0.08
-0.22 0.11 0.05
0.18 -0.21 -0.06
0.06 -0.56 0.35
-0.48 0.33 0.11
-0.21 -0.04 0.01
-0.44 0.62 0.19
-0.03 0.17 0.08
-0.01 0.23 0.06
-0.04 0.15 -0.02
0.00 0.09 -0.05
0.28 -0.15 0.13
-0.76 -1.05 0.34
0.01 0.04 0.00
0.01 -0.05 0.00
0.00 0.05 -0.01
-0.03 0.01 -0.01
-0.06 0.09 -0.12
0.02 0.02 -0.05
-0.09 -0.02 0.02
0.02 -0.03 0.08
0.01 -0.01 0.00
-0.03 0.03 0.01
-0.01 -0.01 0.01

Results
- gap between HOMO and LUMO (eV) = 8.58
- HOMO energy (hartree) = -0.35122
- relative energy (zero: lowest compared OMol25 entry of this formula, charge and spin) (kJ/mol) = 156.91

***

Here is 2 unconnected molecules or ions with the total composition C5H11IN in a non-equilibrium geometry from OMol25. Energies are from the ωB97M-V functional and the def2-TZVPD basis.

Cartesian coordinates (Å):
C1 -0.61219 0.24539 -0.45119
C2 -1.29617 -2.02798 -1.46422
C3 -0.30128 2.37675 0.67949
C4 -0.16994 -1.13376 -0.91017
C5 2.20843 -0.01593 1.53730
N1 0.04584 1.02507 0.27746
I1 2.57639 1.48460 2.83078
H1 -1.55397 0.53654 -0.83528
H2 -1.88828 -2.29105 -0.59941
H3 -1.00972 -3.05942 -1.93818
H4 -2.04160 -1.39331 -2.10742
H5 0.27946 2.46391 1.65374
H6 -1.28935 2.37245 0.98942
H7 -0.20917 3.04475 -0.19022
H8 0.63078 -0.93612 -1.67192
H9 0.28270 -1.83283 -0.19773
H10 1.60472 -0.76389 1.84022
H11 2.74333 -0.09518 0.55734

Atomic forces in eV per Å
0.71 -1.30 0.36
-1.47 0.37 -1.32
1.62 -1.48 0.27
0.90 -0.78 -1.15
1.43 3.64 -2.04
1.58 -0.88 0.46
-0.01 -0.85 -0.70
-1.22 0.58 -0.54
-0.36 -0.25 0.27
-0.20 2.38 0.58
1.51 -1.49 0.65
-0.30 1.18 -1.45
-2.20 0.17 0.57
0.67 0.21 0.88
-0.66 -0.19 0.40
0.36 0.95 0.59
-1.91 -2.46 1.03
-0.45 0.21 1.14

Results
- gap between HOMO and LUMO (alpha / beta) (eV) = 7.33 / 7.33
- HOMO energy (alpha / beta) (hartree) = -0.50892 / -0.50887
- relative energy (zero: lowest compared OMol25 entry of this formula, charge and spin) (kJ/mol) = 387.73
- net charge = +1

***

Here is 2 unconnected molecules or ions with the total composition C5H11IN2 in a non-equilibrium geometry from OMol25. Energies are from the ωB97M-V functional and the def2-TZVPD basis.

Cartesian coordinates (Å):
C1 0.24839 2.87985 -0.41165
C2 -1.15884 -0.36966 1.22018
C3 -0.46404 -2.00001 -0.72397
C4 1.17677 -0.52177 0.66220
C5 -0.20009 -0.85923 0.20421
N1 -0.41863 1.80888 -0.43072
N2 -0.54888 0.89072 -1.25728
I1 1.07005 0.62967 -2.83287
H1 0.15661 3.49996 0.36238
H2 1.01040 3.03744 -1.16489
H3 -0.91770 -1.08325 2.11197
H4 -0.84688 0.72845 1.42650
H5 -2.20684 -0.48004 0.94664
H6 -0.68284 -2.79402 -0.06781
H7 0.49618 -2.16169 -1.14821
H8 -1.20303 -1.62040 -1.43834
H9 1.52355 -1.33807 1.32785
H10 1.73495 -0.43673 -0.24173
H11 1.23088 0.18990 1.45552

Atomic forces in eV per Å
1.33 -1.75 -2.48
0.51 -0.03 1.00
0.70 2.76 0.34
-0.62 -2.05 0.29
-0.34 2.24 0.41
-0.71 0.55 -0.12
0.18 -2.61 1.02
0.01 0.20 -0.03
-0.51 2.45 2.92
0.11 0.08 -0.30
-0.56 1.43 -1.06
-0.97 -1.99 0.09
0.01 0.12 0.09
-0.92 -1.38 0.37
0.53 -0.61 -1.08
-0.05 -0.88 0.12
0.10 -0.61 -1.00
1.31 0.44 -0.16
-0.12 1.63 -0.40

Results
- gap between HOMO and LUMO (alpha / beta) (eV) = 7.51 / 7.51
- HOMO energy (alpha / beta) (hartree) = -0.29735 / -0.29740
- relative energy (zero: lowest compared OMol25 entry of this formula, charge and spin) (kJ/mol) = 279.70

***

Among the records above, which one has the lowest relative energy (zero: lowest compared OMol25 entry of this formula, charge and spin)?
C5H11F3NO2P